No. 1
Here is the ion C4H7BrNS with charge +1 in a non-equilibrium geometry from OMol25. Energies are from the ωB97M-V functional and the def2-TZVPD basis.

The geometry in XYZ format:
```
14
Properties=species:S:1:pos:R:3:forces:R:3
C -1.169778 -0.128162 -0.710103 -1.0 -0.1 2.6
C 1.201628 0.958655 -0.674337 -2.8 2.5 1.0
Br -2.961393 0.559394 0.347307 1.9 -0.8 -1.1
H -0.554780 1.437743 0.471716 1.7 -3.0 -0.4
H 1.410532 0.378722 -1.513359 -0.2 -0.7 -1.7
C 0.306822 -0.491141 1.129194 0.8 0.6 0.9
H -1.319452 0.191356 -1.690420 0.1 1.3 -1.3
H 0.848662 -0.069041 2.020757 -0.6 -1.0 -1.1
H 0.237218 -2.566457 1.265587 0.4 -1.0 0.5
N -0.022579 0.483225 0.120760 -3.4 3.4 -1.4
S -0.948800 -1.871681 -0.718718 0.1 0.2 0.0
C 0.027770 -1.708073 0.695429 -0.3 0.1 1.0
H 1.013572 2.072225 -0.745210 0.8 -1.4 -0.8
H 1.930583 0.753233 0.001394 2.6 0.0 1.8
```
Positions in Å, forces in eV/Å.

Computed properties:
molecular weight	181.08	g/mol
E_tot	-86620.168	eV
charge	+1
energy above the lowest of the compared OMol25 structures with the same formula, charge and spin	58.1	kcal per mole
HOMO energy	-0.5027	Ha
SMILES string	C[N@@H+]1C=CS[C@H]1Br

No. 2
Here is a cluster of 2 separate species, C4H7BrO in total in a non-equilibrium geometry from OMol25. Energies are from the ωB97M-V functional and the def2-TZVPD basis.

The geometry in XYZ format:
```
13
Properties=species:S:1:pos:R:3:forces:R:3
C -1.598467 1.698235 -0.232017 1.8 -0.2 1.5
C 0.790305 -2.276200 -0.522629 -4.5 0.2 0.9
H -1.666649 0.755460 -0.670732 0.1 -1.5 -0.6
H 0.059631 1.232158 1.121749 -2.0 2.1 -0.7
H -0.286929 -2.318071 -0.873340 1.4 -0.3 -0.1
Br 2.290085 0.417745 -0.391444 0.4 -0.2 -0.7
H 1.410933 -1.972055 -1.308086 1.2 0.9 -0.4
C -0.728473 2.029774 0.705113 1.6 -2.6 0.8
H 0.995589 -3.171710 -0.040868 0.8 -2.0 0.0
O 0.566373 -1.466515 0.696522 2.0 2.0 -1.1
C 1.140339 -0.327580 0.933930 -0.9 -1.2 1.3
H -2.238292 2.404418 -0.572673 -2.1 2.0 -1.1
H -0.734439 2.994347 1.154477 0.1 0.7 0.2
```
Positions in Å, forces in eV/Å.

Computed properties:
molecular weight	151.00	g/mol
E_tot	-76346.851	eV
energy above the lowest of the compared OMol25 structures with the same formula, charge and spin	100.9	kcal per mole
HOMO energy	-0.3237	Ha

No. 3
Here is a structure of composition C4H7CdO3 in a non-equilibrium geometry from OMol25. Energies are from the ωB97M-V functional and the def2-TZVPD basis.

The geometry in XYZ format:
```
15
Properties=species:S:1:pos:R:3:forces:R:3
H 1.647557 -0.502472 -2.215723 -0.2 0.3 -0.1
H 0.512998 0.251141 -3.518101 0.1 -0.1 0.3
H -0.891107 1.571891 0.780587 -0.4 -0.3 -0.1
C -0.985109 0.476966 0.721058 -0.9 0.1 -0.5
H -1.180523 0.703086 -1.787167 0.4 0.2 0.1
O 0.676218 -0.125846 2.362244 -1.7 0.9 2.5
O 2.952686 -1.490931 -0.232989 1.4 -0.7 -1.2
H -1.093896 -1.177302 2.083582 0.2 0.2 0.0
C -0.680801 -0.147313 2.076947 -0.3 -0.3 0.1
C 0.721532 0.015873 -2.475554 -0.2 0.1 0.2
H -1.966871 0.099251 0.335688 0.6 0.7 0.4
C -0.179385 0.335158 -1.552869 -0.3 -0.4 -0.7
O 0.015095 0.045610 -0.228108 -1.7 0.3 -0.9
Cd 1.724055 -0.472248 0.826163 2.8 -0.9 0.1
H -1.272448 0.417136 2.824241 0.2 -0.1 -0.2
```
Positions in Å, forces in eV/Å.

Computed properties:
molecular weight	215.51	g/mol
E_tot	-14963.158	eV
multiplicity	2
energy above the lowest of the compared OMol25 structures with the same formula, charge and spin	58.6	kcal per mole
HOMO energy (spin up / spin down)	-0.3516 / -0.3470	Ha